No. 1
This record from the OMol25 dataset describes one molecule with the formula C2H7N3S. The level of theory is ωB97M-V with the def2-TZVPD basis set.

ORCA input file:
```
! RIJCOSX wB97M-V def2-TZVPD def2/J DEFGRID3
* xyz 0 1
C -1.419 1.039 0.758
C -0.442 0.390 -0.170
N -0.357 0.942 -1.334
S 0.657 0.408 -2.572
N 0.177 -0.745 0.426
N 1.394 -1.244 -0.076
H -1.784 1.949 0.279
H -0.932 1.329 1.709
H -2.280 0.363 0.980
H 1.287 -0.698 -1.967
H 0.072 -0.748 1.433
H 1.476 -2.239 0.154
H 2.151 -0.746 0.379
*
```

Values from the calculation:
Highest occupied orbital energy in eV: -7.8
SMILES string: C/C(=N/S)NN
HOMO-LUMO gap in eV: 8.49
E_LUMO in eV: 0.7

These are the natural (NBO) partial charges, in e, on atoms 1 to 5: atom 1 (C): -0.660, atom 2 (C): 0.399, atom 3 (N): -0.633, atom 4 (S): 0.124, atom 5 (N): -0.477

***

No. 2
This record from the OMol25 dataset describes one molecule with the formula C2H7N3S2. The level of theory is ωB97M-V with the def2-TZVPD basis set.

ORCA input file:
```
! RIJCOSX wB97M-V def2-TZVPD def2/J DEFGRID3
* xyz 0 1
C -0.377 2.242 0.345
N 0.459 1.165 0.794
C 0.323 0.015 0.259
N 1.262 -0.995 0.498
S 0.739 -2.545 0.929
N -0.697 -0.315 -0.600
S -0.539 -1.306 -1.968
H 0.095 3.204 0.601
H -0.541 2.259 -0.726
H -1.349 2.220 0.863
H 1.955 -0.645 1.167
H 1.329 -3.206 -0.072
H -1.513 0.322 -0.560
H -1.147 -2.415 -1.531
*
```

Values from the calculation:
Highest occupied orbital energy in eV: -9.0
SMILES string: CN=C(NS)NS
HOMO-LUMO gap in eV: 9.56
E_LUMO in eV: 0.6

These are the natural (NBO) partial charges, in e, on atoms 1 to 5: atom 1 (C): -0.447, atom 2 (N): -0.522, atom 3 (C): 0.556, atom 4 (N): -0.763, atom 5 (S): 0.176

***

No. 3
This record from the OMol25 dataset describes one molecule with the formula C2H7N3S2. The level of theory is ωB97M-V with the def2-TZVPD basis set.

ORCA input file:
```
! RIJCOSX wB97M-V def2-TZVPD def2/J DEFGRID3
* xyz 0 1
C -1.126 -2.746 -0.020
S 0.571 -1.842 0.048
C 0.145 -0.113 -0.056
N -0.887 0.273 -0.795
S -1.060 2.045 -0.367
N 1.247 0.342 0.843
N 1.841 1.713 0.600
H -1.783 -2.333 0.713
H -1.458 -2.332 -1.023
H -1.095 -3.744 0.185
H -2.459 2.121 -0.724
H 1.937 -0.550 0.778
H 1.663 1.938 -0.378
H 1.488 2.511 1.480
*
```

Values from the calculation:
Highest occupied orbital energy in eV: -8.5
SMILES string: CS/C(=N/S)NN
HOMO-LUMO gap in eV: 9.19
E_LUMO in eV: 0.7

These are the natural (NBO) partial charges, in e, on atoms 1 to 5: atom 1 (C): -0.674, atom 2 (S): 0.157, atom 3 (C): 0.246, atom 4 (N): -0.572, atom 5 (S): 0.040

***

No. 4
This record from the OMol25 dataset describes a 2-piece molecular cluster, C2H7N4 overall. The level of theory is ωB97M-V with the def2-TZVPD basis set.

ORCA input file:
```
! RIJCOSX wB97M-V def2-TZVPD def2/J DEFGRID3
* xyz 1 1
C -0.093 -0.738 -0.166
C -1.572 -0.715 -0.725
N -0.320 -0.188 1.096
N -1.257 0.269 1.542
N -2.458 -0.083 -0.150
N 2.094 0.939 0.198
H 0.391 -1.664 0.181
H 0.781 -0.176 -0.721
H -1.503 -1.037 -1.817
H -3.361 0.336 -0.241
H 2.125 1.706 0.893
H 2.672 1.322 -0.606
H 2.501 0.029 0.515
*
```

Values from the calculation:
Highest occupied orbital energy in eV: -14.4
HOMO-LUMO gap in eV: 9.51
E_LUMO in eV: -4.9

These are the natural (NBO) partial charges, in e, on atoms 1 to 5: atom 1 (C): -0.387, atom 2 (C): 0.186, atom 3 (N): 0.038, atom 4 (N): 0.274, atom 5 (N): -0.517

***

No. 5
This record from the OMol25 dataset describes an isolated ion of composition C2H7N4O and charge +1. The level of theory is ωB97M-V with the def2-TZVPD basis set.

ORCA input file:
```
! RIJCOSX wB97M-V def2-TZVPD def2/J DEFGRID3
* xyz 1 1
N 1.791 -0.299 0.532
C 0.678 -0.339 -0.501
C -0.298 0.841 -0.426
N -1.498 0.100 -0.029
O -2.642 0.757 0.306
N -1.297 -1.155 0.115
N -0.134 -1.506 -0.159
H 2.534 0.372 0.297
H 2.184 -1.252 0.572
H 1.413 -0.082 1.465
H 1.157 -0.474 -1.474
H -0.058 1.598 0.325
H -0.465 1.327 -1.389
H -3.365 0.111 0.368
*
```

Values from the calculation:
Highest occupied orbital energy in eV: -13.2
SMILES string: [NH3+][C@@H]1CN(O)N=N1
HOMO-LUMO gap in eV: 9.31
E_LUMO in eV: -3.9

These are the natural (NBO) partial charges, in e, on atoms 1 to 5: atom 1 (N): -0.682, atom 2 (C): 0.032, atom 3 (C): -0.310, atom 4 (N): 0.078, atom 5 (O): -0.493

***

No. 6
This record from the OMol25 dataset describes a 2-piece molecular cluster, C2H7N4O overall. The level of theory is ωB97M-V with the def2-TZVPD basis set.

ORCA input file:
```
! RIJCOSX wB97M-V def2-TZVPD def2/J DEFGRID3
* xyz 1 1
C 1.648 0.986 1.022
C -1.839 -0.733 -0.125
N -1.999 0.513 -0.160
N -2.287 1.590 -0.017
N 1.120 0.527 -0.034
N -0.577 -1.535 -0.093
O 1.459 0.827 -1.308
H 2.543 1.622 1.039
H 1.158 0.580 1.800
H -2.554 -1.171 -0.778
H -0.396 -2.177 -0.811
H -0.528 -1.918 0.868
H 0.187 -0.802 -0.040
H 2.064 1.693 -1.363
*
```

Values from the calculation:
Highest occupied orbital energy in eV: -13.6
HOMO-LUMO gap in eV: 9.54
E_LUMO in eV: -4.0

These are the natural (NBO) partial charges, in e, on atoms 1 to 5: atom 1 (C): -0.090, atom 2 (C): -0.153, atom 3 (N): 0.046, atom 4 (N): 0.128, atom 5 (N): -0.166

***

No. 7
This record from the OMol25 dataset describes an isolated ion of composition C2H7N4O and charge +1. The level of theory is ωB97M-V with the def2-TZVPD basis set.

ORCA input file:
```
! RIJCOSX wB97M-V def2-TZVPD def2/J DEFGRID3
* xyz 1 1
N -0.945 -1.276 -0.096
N -0.263 -0.163 -0.513
N -0.487 -0.007 -1.841
C 0.496 0.631 0.272
N 0.665 0.115 1.563
C 0.613 2.037 -0.246
O 0.569 2.247 -1.441
H -1.063 -1.768 -0.950
H -0.699 -1.551 0.823
H 0.068 0.748 -2.187
H -1.374 0.038 -2.281
H 1.428 0.602 2.017
H 0.662 -0.881 1.737
H 0.639 2.674 0.651
*
```

Values from the calculation:
Highest occupied orbital energy in eV: -13.8
SMILES string: NN(N)C(=[NH2+])C=O
HOMO-LUMO gap in eV: 8.50
E_LUMO in eV: -5.3

These are the natural (NBO) partial charges, in e, on atoms 1 to 5: atom 1 (N): -0.588, atom 2 (N): 0.093, atom 3 (N): -0.617, atom 4 (C): 0.278, atom 5 (N): -0.777

***

No. 8
This record from the OMol25 dataset describes a 2-piece molecular cluster, C2H7N4O overall. The level of theory is ωB97M-V with the def2-TZVPD basis set.

ORCA input file:
```
! RIJCOSX wB97M-V def2-TZVPD def2/J DEFGRID3
* xyz 1 1
C -0.303 1.522 -0.890
C 0.022 0.175 -0.442
N -1.275 -1.558 1.054
N -1.602 -0.813 0.252
N 1.303 -1.019 1.057
N 0.702 0.157 0.776
O 0.787 1.147 1.485
H -1.272 1.487 -1.459
H -0.584 2.309 -0.147
H 0.580 1.916 -1.274
H 0.192 -0.533 -1.333
H -1.768 -2.216 1.680
H 1.363 -1.765 0.380
H 2.062 -1.014 1.722
*
```

Values from the calculation:
Highest occupied orbital energy in eV: -13.6
HOMO-LUMO gap in eV: 7.70
E_LUMO in eV: -5.9

These are the natural (NBO) partial charges, in e, on atoms 1 to 5: atom 1 (C): -0.698, atom 2 (C): -0.035, atom 3 (N): -0.263, atom 4 (N): 0.144, atom 5 (N): -0.552

***

No. 9
This record from the OMol25 dataset describes a 2-piece molecular cluster, C2H7N4S overall. The level of theory is ωB97M-V with the def2-TZVPD basis set.

ORCA input file:
```
! RIJCOSX wB97M-V def2-TZVPD def2/J DEFGRID3
* xyz 1 1
C 0.047 0.980 2.425
C -1.232 0.747 1.949
N -0.167 -0.001 1.523
N -2.450 1.068 1.646
N 1.287 -2.112 -1.338
N 0.447 0.068 -2.772
S 0.131 -0.866 -1.397
H 0.668 1.491 3.113
H -2.839 1.760 2.275
H -3.062 0.518 1.032
H 2.192 -1.906 -0.819
H 1.303 -2.703 -2.149
H -0.271 0.424 -3.343
H 1.459 0.285 -2.982
*
```

Values from the calculation:
Highest occupied orbital energy (spin up / spin down) in eV: -10.6 / -10.6
HOMO-LUMO gap (spin up / spin down) in eV: 5.39 / 5.39
E_LUMO (spin up / spin down) in eV: -5.2 / -5.2

These are the natural (NBO) partial charges, in e, on atoms 1 to 5: atom 1 (C): 0.145, atom 2 (C): 0.413, atom 3 (N): -0.120, atom 4 (N): -0.686, atom 5 (N): -1.013

***

What did the sixth record say?
This record from the OMol25 dataset describes a 2-piece molecular cluster, C2H7N4O overall. The level of theory is ωB97M-V with the def2-TZVPD basis set.

ORCA input file:
```
! RIJCOSX wB97M-V def2-TZVPD def2/J DEFGRID3
* xyz 1 1
C 1.648 0.986 1.022
C -1.839 -0.733 -0.125
N -1.999 0.513 -0.160
N -2.287 1.590 -0.017
N 1.120 0.527 -0.034
N -0.577 -1.535 -0.093
O 1.459 0.827 -1.308
H 2.543 1.622 1.039
H 1.158 0.580 1.800
H -2.554 -1.171 -0.778
H -0.396 -2.177 -0.811
H -0.528 -1.918 0.868
H 0.187 -0.802 -0.040
H 2.064 1.693 -1.363
*
```

Values from the calculation:
Highest occupied orbital energy in eV: -13.6
HOMO-LUMO gap in eV: 9.54
E_LUMO in eV: -4.0

These are the natural (NBO) partial charges, in e, on atoms 1 to 5: atom 1 (C): -0.090, atom 2 (C): -0.153, atom 3 (N): 0.046, atom 4 (N): 0.128, atom 5 (N): -0.166